The following is a DFT calculation (ωB97M-V with the def2-TZVPD basis set) of a 3-piece molecular cluster, C28H45BrN2O6 overall.

Each line ends with the Löwdin charge.
Positions of all 82 atoms, in Å:
Br: 1.06118 -3.71818 -0.03888  0.62
O: -0.54689 -4.00728 7.13778  -0.19
O: -0.22325 2.89232 -3.20147  0.08
O: 0.44480 -0.83695 4.07949  -0.20
O: 3.62846 0.14735 -3.55198  0.12
O: -4.05112 -0.67914 -3.26362  -0.18
O: -4.46680 0.15447 -7.68934  -0.20
N: -4.06315 1.80831 -5.21892  -0.05
N: 1.34242 -1.68290 6.98751  -0.05
C: 1.51982 -0.41450 6.27734  -0.20
C: 4.40849 1.33795 1.84661  -0.07
C: 2.91237 0.71034 -2.75976  -0.28
C: 4.49505 1.44093 0.39465  -0.04
C: -4.39017 -1.33185 -4.47583  -0.10
C: -5.86530 0.37315 -7.74216  -0.12
C: -3.70215 1.35708 -7.61647  -0.21
C: 4.37580 3.90873 1.99429  -0.07
C: 4.35353 2.58445 2.63670  -0.09
C: 0.46345 -0.01756 5.23924  -0.22
C: 4.56064 2.72355 -1.84931  -0.08
C: 4.51570 2.76713 -0.26508  -0.20
C: 0.65073 2.30896 -2.59247  -0.31
C: -3.05738 0.32860 -3.38496  -0.23
C: 1.69475 -1.45775 -1.67669  -0.21
C: 0.42930 -4.96774 6.77369  -0.11
C: -3.57016 1.68621 -3.84450  -0.19
C: 4.45927 3.99336 0.51570  -0.04
C: 2.01608 2.97702 -2.19285  0.06
C: 0.12084 -1.76008 7.78240  -0.21
C: 0.59089 -0.94341 0.68569  -0.13
C: 1.62870 0.02373 -2.15774  -0.12
C: 0.60104 -1.84528 -0.61827  -0.67
C: 0.51169 0.80961 -2.09979  0.06
C: -0.15967 -3.18687 8.23820  -0.21
C: -0.27928 -2.04867 4.21894  -0.09
C: 3.13227 2.18966 -2.26928  -0.12
C: -3.06405 1.51607 -6.24195  -0.21
H: 5.37408 2.00985 -2.12783  0.12
H: 4.50537 0.47698 -0.17957  0.11
H: -6.12702 1.10463 -8.51123  0.09
H: -0.44110 -0.49210 0.75688  0.09
H: 0.38301 -2.84659 4.55944  0.07
H: -0.75233 -1.42240 7.21022  0.10
H: -2.90187 1.26177 -8.35562  0.12
H: 4.38201 0.33639 2.33160  0.10
H: 2.70510 -1.61689 -1.19340  0.11
H: -2.21466 -0.02706 -3.98993  0.11
H: 4.25818 2.49656 3.74977  0.09
H: 2.10592 4.02739 -1.83417  0.13
H: -1.01074 -3.16514 8.92453  0.12
H: 1.68819 -2.15481 -2.56540  0.13
H: 0.72549 0.98574 4.88497  0.12
H: 0.71174 -1.60594 1.57749  0.02
H: 4.45183 4.98925 0.00215  0.11
H: -6.34369 -0.57518 -7.99006  0.09
H: -4.73797 -2.33757 -4.23053  0.09
H: -2.77749 2.42592 -3.68929  0.10
H: 0.22370 -1.11407 8.66039  0.12
H: -5.21852 -0.81648 -4.96537  0.07
H: -0.54139 0.07093 5.66790  0.11
H: 1.28133 -4.49538 6.27584  0.07
H: 1.40758 -0.17771 0.72528  0.08
H: 1.33359 -2.42177 6.29676  0.06
H: 4.69161 3.75645 -2.25603  0.12
H: -2.66212 0.47633 -2.37334  0.11
H: -0.39056 -1.94407 -1.12733  0.09
H: -2.52501 0.58584 -6.02248  0.10
H: -1.13810 -1.94887 4.88632  0.09
H: -2.33557 2.33248 -6.27410  0.13
H: 0.69075 -3.60789 8.78570  0.12
H: -0.02950 -5.66071 6.06757  0.09
H: -0.64464 -2.33504 3.23024  0.08
H: 4.30216 4.83194 2.62490  0.10
H: 1.60733 0.38857 7.01826  0.12
H: -4.40081 1.97223 -3.19173  0.12
H: -4.29458 2.23773 -7.88815  0.12
H: 0.77482 -5.53555 7.64146  0.09
H: -4.83973 1.16856 -5.32398  0.06
H: -3.53677 -1.41923 -5.15222  0.09
H: -6.25048 0.70063 -6.77194  0.07
H: -0.45093 0.42007 -1.68412  0.11
H: 2.48391 -0.47663 5.76325  0.12

Force components x, y, z for each atom (eV/Å):
-0.28 0.55 -0.40
0.35 -0.15 0.17
0.83 -0.60 0.76
-0.19 0.06 0.24
-0.16 0.35 0.70
0.24 0.02 -0.15
-0.27 0.32 -0.08
0.12 -0.14 0.06
-0.11 0.14 -0.07
0.03 -0.21 -0.02
0.07 2.50 -1.29
-0.71 0.28 0.74
-0.26 1.60 1.73
-0.20 -0.11 0.30
0.12 -0.26 0.06
0.48 -0.16 0.12
-0.01 -2.26 -1.24
-0.04 0.15 -1.73
0.28 0.33 -0.07
-1.26 -0.25 1.27
0.13 -0.78 1.11
0.23 -0.19 0.77
0.09 0.04 0.36
0.71 0.25 -0.07
-0.22 0.06 -0.17
-0.25 0.28 -0.14
-0.14 -1.87 1.23
0.61 -1.64 -0.32
0.15 -0.28 -0.16
-0.74 -0.69 -0.20
-0.79 0.70 0.06
0.69 0.30 -0.22
1.41 0.15 -0.24
-0.36 0.35 0.01
0.18 0.00 -0.34
-0.54 0.40 -0.19
-0.35 -0.04 -0.04
-0.73 0.79 -0.16
0.10 1.22 0.34
-0.02 0.05 0.04
1.26 -0.08 0.08
-0.17 -0.14 0.14
-0.13 0.00 0.17
0.00 0.02 0.00
0.01 1.02 -0.37
-0.99 0.22 -0.48
-0.08 -0.04 -0.12
0.16 0.23 -1.23
-0.46 -0.82 -0.58
0.02 0.01 0.02
-0.14 0.73 0.92
0.00 -0.09 -0.02
-0.10 0.73 -0.77
0.07 -1.11 0.57
0.10 0.01 0.00
0.06 0.05 0.07
0.02 -0.10 -0.05
0.00 -0.01 -0.03
0.07 -0.02 -0.25
-0.01 -0.18 0.02
0.16 -0.10 0.09
-0.84 -0.58 -0.29
0.00 -0.05 0.08
0.15 -1.00 0.21
-0.09 -0.06 -0.03
0.80 0.11 0.72
0.15 0.03 -0.16
0.08 -0.01 0.09
-0.01 -0.03 0.03
0.04 0.01 -0.20
-0.05 0.07 0.05
0.00 0.07 0.03
0.13 -1.04 -0.78
-0.08 -0.01 -0.04
0.08 -0.05 0.05
-0.10 -0.11 0.14
0.07 0.03 0.00
0.01 0.03 -0.08
-0.03 0.11 -0.05
-0.13 0.15 -0.06
0.83 0.64 -0.67
-0.05 0.09 -0.01

Calculated values
SMILES: C[C@H](Br)CC1=CC(=O)C=C(Cc2ccccc2)C1=O.COCCNCCOC.COCCNCCOC
F_max (hartree/bohr): 0.05476
LUMO (eV): -0.75
Relative energy (zero: lowest compared OMol25 entry of this formula, charge and spin) (kcal/mol): 56.8
Multiplicity: 1
E_HOMO (eV): -8.5
HOMO-LUMO gap (Ha): 0.2853



The following is a DFT calculation (ωB97M-V with the def2-TZVPD basis set) of C26H30ClN2NdO4S3 as an isolated structure.

Each line ends with the Mulliken spin population.
Positions of all 67 atoms, in Å:
Nd: -0.29774 0.59012 -0.60432  3.03
Cl: 2.97758 -4.60509 0.33522  0.00
S: -0.75854 3.18627 0.98769  0.00
S: 1.46718 2.89214 -1.54338  0.00
S: 1.96168 1.10949 1.35083  0.00
O: 0.36270 0.18629 -2.57925  -0.01
O: 4.23477 -2.03774 -3.26520  0.00
O: 4.17210 -4.06545 -2.36400  0.00
O: 2.58696 0.17212 -2.97602  0.00
N: 1.19749 -2.63982 0.19765  0.00
N: 0.84540 -1.54850 -0.52449  0.00
C: 1.59085 -0.30200 -2.47743  0.00
C: -0.72429 -4.49409 2.76396  0.00
C: -2.99225 1.10302 -1.02669  0.00
C: 3.27650 1.73756 0.26635  0.00
C: 3.76284 -2.94442 -2.40842  0.00
C: 2.96220 3.00054 -0.52243  0.00
C: -2.43911 -1.63620 -0.93075  -0.01
C: -0.94005 -3.49142 3.70087  0.00
C: -2.71994 -0.91943 0.24503  0.01
C: -2.70365 0.42165 -2.21649  -0.01
C: -3.53879 1.13780 1.44797  0.00
C: 2.62772 -2.53771 -1.51260  0.00
C: 0.16007 4.59705 0.30859  0.00
C: 0.58281 4.41210 -1.14094  0.00
C: -2.71869 1.12443 -3.54018  0.00
C: -2.27091 -3.12161 -0.89563  0.00
C: -2.41118 -0.94394 -2.13968  0.00
C: 2.24861 -3.26853 -0.38460  0.00
C: 0.49102 -2.95882 1.40827  0.00
C: 0.11025 2.84907 2.54045  0.00
C: 1.70011 -1.48859 -1.55301  0.00
C: -0.42565 -2.21923 3.49075  0.00
C: -0.00818 -4.23752 1.60474  0.00
C: -3.04947 0.43693 0.21005  -0.01
C: 1.59285 2.51895 2.43188  0.00
C: 0.29957 -1.94753 2.33767  0.00
H: -0.56112 -1.45073 4.23832  0.00
H: 1.01967 4.78000 0.95102  0.00
H: 3.50990 0.90383 -0.40376  0.00
H: -1.80873 -3.45066 0.03027  0.00
H: -0.28546 4.41695 -1.80465  0.00
H: 2.16193 3.37834 2.08173  0.00
H: 2.87326 3.86306 0.13741  0.00
H: 1.19264 5.26258 -1.45479  0.00
H: -4.59286 0.89327 1.59382  0.00
H: 4.16693 1.90001 0.87745  0.00
H: 0.13068 -5.01334 0.87065  0.00
H: -3.26066 2.15751 -1.07207  0.00
H: -2.80265 2.20347 -3.42351  0.00
H: 3.83494 -1.15933 -3.13097  0.00
H: -3.01206 0.80200 2.34093  0.00
H: -1.82535 0.89825 -4.12232  0.00
H: -3.25691 -3.58657 -0.94970  0.00
H: -1.49650 -3.70747 4.60005  0.00
H: -0.02226 3.70794 3.20301  0.00
H: 1.97516 2.28601 3.42750  0.00
H: -0.44106 2.02805 3.00622  0.00
H: -1.12201 -5.48383 2.93359  0.00
H: 3.80361 3.20459 -1.18673  0.00
H: -2.19488 -1.48139 -3.05464  0.00
H: 0.78029 -0.97534 2.19592  0.00
H: -1.69095 -3.48145 -1.74193  0.00
H: -3.58398 0.78662 -4.11373  0.00
H: -2.76923 -1.44862 1.19119  0.00
H: -3.45762 2.21947 1.36941  0.00
H: -0.47754 5.47885 0.38788  0.00

Force components x, y, z for each atom (eV/Å):
-0.86 0.52 1.07
-0.10 0.06 -0.11
-0.13 -0.02 0.06
-0.01 -0.06 -0.17
0.07 0.02 -0.13
1.14 -0.54 -0.42
-0.03 -0.13 0.36
0.10 0.03 0.06
-0.10 -0.01 -0.08
-0.01 0.13 -0.27
0.24 -0.52 0.01
-0.22 -0.07 -0.38
-0.02 0.01 0.05
-0.33 0.16 0.02
0.14 -0.03 -0.09
-0.10 -0.01 -0.47
0.12 0.08 0.11
-0.01 0.11 0.10
0.04 0.03 -0.07
-0.04 0.03 0.00
0.00 0.06 0.10
0.01 -0.03 -0.03
-0.09 0.00 0.21
0.08 0.12 -0.02
-0.06 0.21 0.01
-0.02 0.02 -0.04
0.03 0.01 -0.01
-0.03 0.08 -0.06
0.05 0.30 0.28
0.06 0.05 -0.19
0.04 0.00 0.20
0.34 -0.16 -0.09
0.01 -0.06 -0.08
-0.08 0.19 0.17
-0.09 0.06 -0.03
-0.01 0.14 0.13
0.12 0.24 0.09
-0.01 0.04 0.03
0.01 -0.05 0.01
-0.08 0.05 0.05
-0.01 0.00 0.04
0.02 -0.09 0.02
0.00 -0.04 -0.05
-0.04 0.00 -0.03
0.00 -0.05 0.05
0.00 0.01 0.00
-0.05 -0.01 -0.01
0.09 -0.08 -0.13
0.03 -0.11 0.02
-0.01 0.01 0.01
-0.07 0.05 -0.11
0.03 -0.03 0.04
-0.01 -0.03 0.00
-0.03 -0.02 -0.02
-0.03 -0.02 0.07
0.02 -0.02 -0.07
-0.03 -0.03 -0.05
-0.01 -0.01 -0.08
-0.01 -0.05 0.01
-0.04 -0.03 0.00
0.06 -0.02 -0.01
-0.20 -0.42 0.04
0.05 -0.02 -0.05
0.02 0.01 -0.03
0.05 -0.03 0.00
-0.01 0.00 -0.02
0.00 -0.06 -0.01

Calculated values
F_max (hartree/bohr): 0.02858
LUMO (spin up / spin down) (eV): -6.30 / -6.18
Relative energy (zero: lowest compared OMol25 entry of this formula, charge and spin) (kcal/mol): 0.0
Charge: +2
Multiplicity: 4
E_HOMO (spin up / spin down) (eV): -14.9 / -14.9
HOMO-LUMO gap (spin up / spin down) (Ha): 0.3173 / 0.3219



The following is a DFT calculation (ωB97M-V with the def2-TZVPD basis set) of one molecule with the formula C3H4BrN.

Each line ends with the Löwdin charge.
Positions of all 9 atoms, in Å:
Br: 1.60168 -1.32751 0.13385  0.82
N: 0.00875 -0.42361 -2.07171  0.05
C: 0.16038 -0.48404 -0.60722  -0.79
C: -0.55184 0.45707 0.13679  -0.26
C: -0.31841 0.63258 1.44291  0.03
H: -1.23055 0.95345 -0.39261  0.06
H: 0.53858 -1.08459 -2.66278  0.02
H: -0.78161 1.24174 2.24161  0.08
H: 0.57302 0.03491 1.77915  0.00

Force components x, y, z for each atom (eV/Å):
1.08 -1.32 0.31
-0.43 -0.21 6.88
0.97 -0.03 -9.95
0.89 -0.35 3.74
1.44 -0.81 0.77
-2.95 2.00 -2.02
0.26 0.12 1.22
-0.01 -0.14 -1.21
-1.25 0.74 0.25

Calculated values
SMILES: [H]/N=C(\Br)C=C
F_max (hartree/bohr): 0.19437
LUMO (spin up / spin down) (eV): -0.58 / -0.58
Relative energy (zero: lowest compared OMol25 entry of this formula, charge and spin) (kcal/mol): 50.4
Multiplicity: 1
E_HOMO (spin up / spin down) (eV): -9.4 / -9.5
HOMO-LUMO gap (spin up / spin down) (Ha): 0.3257 / 0.3258



The following is a DFT calculation (ωB97M-V with the def2-TZVPD basis set) of C6H8F18K2O6P3 as an isolated structure.

Each line ends with the Löwdin charge.
Positions of all 43 atoms, in Å:
K: -5.13394 5.56103 -7.56292  0.88
K: -5.22391 1.00046 -7.42154  0.95
P: -5.25064 6.60802 -11.60047  0.13
P: -8.21166 7.46125 -6.68869  0.16
P: -7.79781 3.00043 -8.82136  0.25
F: -4.67909 5.12810 -11.16828  -0.21
F: -6.44168 5.99066 -12.48764  -0.14
F: -4.01958 7.04239 -10.57037  -0.24
F: -9.11324 8.37326 -7.68838  -0.16
F: -7.97020 1.69091 -7.93042  -0.18
F: -8.19426 8.54988 -5.47537  -0.18
F: -8.21375 6.37539 -7.90673  -0.18
F: -8.39087 2.15014 -10.06721  -0.14
F: -9.40014 3.32458 -8.36667  -0.19
F: -5.52278 8.15278 -11.73736  -0.14
F: -7.68978 4.35961 -9.81521  -0.17
F: -7.33984 3.92071 -7.55677  -0.22
F: -6.24658 2.75258 -9.26197  -0.23
F: -9.55975 6.79362 -6.04323  -0.17
F: -4.31249 6.71880 -12.92841  -0.18
F: -6.29310 6.59389 -10.40033  -0.17
F: -7.26446 6.44274 -5.79302  -0.24
F: -6.88362 8.14936 -7.20394  -0.16
O: -12.73053 0.27078 -11.28063  0.03
O: -7.56390 -1.23715 -9.98283  0.05
O: -9.11119 -1.69412 -8.39474  0.13
O: -9.69760 -0.80125 -10.37257  0.05
O: -11.93804 0.36509 -13.42420  0.14
O: -11.76272 2.14585 -11.99728  0.08
C: -12.57097 0.97380 -10.12323  -0.15
C: -7.61458 -0.75218 -11.32447  -0.10
C: -12.45771 2.38850 -10.76773  -0.10
C: -9.12354 -0.41817 -11.60749  -0.09
C: -8.80931 -1.28698 -9.49346  -0.57
C: -12.13460 0.89807 -12.36549  -0.53
H: -11.61723 0.75166 -9.64456  0.12
H: -7.17690 -1.51770 -11.96518  0.12
H: -7.01826 0.14156 -11.50816  0.12
H: -13.39306 2.94069 -10.85876  0.13
H: -9.46139 -0.98264 -12.47659  0.13
H: -13.37690 0.95779 -9.38952  0.14
H: -9.26185 0.66142 -11.66634  0.12
H: -11.77146 2.91464 -10.10414  0.13

Force components x, y, z for each atom (eV/Å):
-1.06 0.79 -0.75
-0.68 0.15 -0.36
1.00 -0.33 0.86
-2.13 -0.26 -0.45
-4.57 4.88 -2.32
-0.73 -0.95 -1.05
0.54 0.34 -0.57
0.50 0.74 0.21
0.18 0.48 1.05
1.94 -1.11 0.91
-0.44 -0.27 -0.20
0.66 -0.01 0.86
0.82 -0.19 -0.12
1.68 0.11 -0.83
-0.98 1.08 -1.06
-0.64 -2.08 1.65
0.92 -1.17 0.02
0.45 -1.44 1.03
0.80 0.17 -0.24
0.11 -0.72 0.61
-0.05 -0.31 1.49
0.10 -0.30 0.07
1.34 0.15 -0.93
-0.43 -2.41 -2.60
0.25 0.37 -0.14
0.66 0.43 -1.31
-0.90 -0.77 0.33
-0.27 0.62 1.11
-1.15 -0.73 -0.15
0.68 3.25 0.10
-0.01 0.45 -1.28
1.46 0.35 2.56
2.01 0.07 0.59
-1.08 -0.13 1.37
0.22 -0.67 0.24
-0.04 -0.30 0.11
-0.36 -0.20 -0.04
0.12 0.07 0.71
0.02 -0.22 -0.51
-0.56 0.13 0.34
-0.22 -0.55 -0.44
-0.05 -0.17 -0.51
-0.11 0.66 -0.35

Calculated values
F_max (hartree/bohr): 0.13758
LUMO (eV): -0.28
Charge: -1
Multiplicity: 1
E_HOMO (eV): -8.4
HOMO-LUMO gap (Ha): 0.2975